69
Properties=species:S:1:pos:R:3:forces:R:3:lowdin_charge:R:1 method="wB97M-V/def2-TZVPD" homo_ev="-16.52 / -16.99" e_tot_ev=-98551.044 spin_multiplicity=5 s_squared=6.023 total_charge=+3 e_above_lowest_kcal_mol=3.6 orbital_gap_ev="8.26 / 6.31"
Co -0.495 -1.030 0.534 -0.1 0.0 -0.3 0.3962
N 1.017 1.063 -1.421 -0.1 -0.1 -0.2 -0.3012
P 0.419 -0.133 -2.411 0.2 -0.1 0.1 1.0676
C -1.290 -0.427 -1.945 0.2 -0.2 0.1 -0.4315
C -1.724 -1.765 -1.887 0.0 0.0 0.1 -0.1257
C -3.058 -2.036 -1.604 0.0 0.0 0.0 -0.0377
C -3.944 -0.987 -1.395 0.0 0.0 0.0 -0.0233
C -3.508 0.335 -1.442 0.0 0.0 0.0 -0.0481
C -2.181 0.626 -1.698 0.0 0.0 -0.1 -0.0729
C 0.788 0.069 -4.095 -0.1 0.2 -0.2 -0.3574
C 2.101 0.426 -4.469 -0.1 0.0 0.0 -0.0690
C 2.409 0.534 -5.806 0.0 0.0 -0.1 -0.0276
C 1.434 0.266 -6.769 0.0 0.0 0.0 0.0073
C 0.143 -0.111 -6.401 0.0 0.0 0.0 -0.0249
C -0.190 -0.221 -5.068 0.1 0.0 0.1 -0.0545
P 1.333 0.500 0.187 0.1 0.1 0.0 0.9237
C 3.015 -0.095 0.203 0.1 0.0 0.0 -0.3833
C 3.253 -1.463 0.046 0.0 0.0 0.0 -0.1302
C 4.551 -1.940 -0.031 0.0 0.0 0.0 -0.0426
C 5.615 -1.050 0.045 0.0 0.0 0.0 -0.0212
C 5.386 0.314 0.187 0.0 0.0 0.0 -0.0306
C 4.091 0.797 0.265 0.0 0.0 0.0 -0.0732
C 1.201 1.957 1.217 0.0 0.0 -0.1 -0.3767
C 0.300 2.970 0.881 0.0 0.0 0.0 -0.0949
C 0.157 4.066 1.717 0.0 0.0 0.0 -0.0488
C 0.892 4.143 2.893 0.0 0.0 0.0 -0.0307
C 1.773 3.126 3.238 0.0 0.0 0.0 -0.0378
C 1.932 2.031 2.405 0.0 0.0 0.0 -0.0856
H 1.513 1.855 -1.823 0.1 0.0 0.1 0.1082
H -1.035 -2.572 -2.115 0.0 0.0 0.0 0.1184
H -3.411 -3.058 -1.581 0.0 0.0 0.0 0.1297
H -4.989 -1.203 -1.212 0.0 0.0 0.0 0.1306
H -4.214 1.145 -1.310 0.0 0.0 0.0 0.1244
H -1.843 1.653 -1.758 0.0 0.0 0.0 0.1182
H 2.866 0.608 -3.722 0.0 0.0 0.0 0.1117
H 3.407 0.817 -6.111 0.0 0.0 0.0 0.1294
H 1.686 0.348 -7.818 0.0 0.0 0.0 0.1333
H -0.600 -0.313 -7.160 0.0 0.0 0.0 0.1299
H -1.195 -0.502 -4.780 0.0 0.0 0.0 0.1144
H 2.423 -2.157 -0.040 0.0 0.0 0.0 0.0364
H 4.738 -2.999 -0.150 0.0 0.0 0.0 0.1235
H 6.630 -1.422 -0.009 0.0 0.0 0.0 0.1283
H 6.220 1.002 0.241 0.0 0.0 0.0 0.1267
H 3.921 1.860 0.388 0.0 0.0 0.0 0.1174
H -0.270 2.920 -0.039 0.0 0.0 0.0 0.0891
H -0.518 4.867 1.446 0.0 0.0 0.0 0.1206
H 0.784 5.004 3.539 0.0 0.0 0.0 0.1259
H 2.349 3.193 4.151 0.0 0.0 0.0 0.1248
H 2.638 1.253 2.670 0.0 0.0 0.0 0.1112
C -4.895 1.334 2.429 0.0 0.0 0.0 0.0221
N -3.953 0.289 2.875 0.0 0.0 0.0 -0.1514
C -4.124 -0.248 4.240 0.0 0.0 0.0 0.0229
C -2.958 -0.064 2.144 0.0 0.1 0.0 -0.1985
N -2.059 -0.374 1.471 -0.1 -0.1 0.3 0.1228
H -5.910 0.968 2.564 0.0 0.0 0.0 0.1094
H -4.726 1.558 1.379 0.0 0.0 0.0 0.0867
H -4.748 2.235 3.023 0.0 0.0 0.0 0.1091
H -5.106 -0.710 4.316 0.0 0.0 0.0 0.1092
H -4.044 0.567 4.957 0.0 0.0 0.0 0.1097
H -3.356 -0.988 4.446 0.0 0.0 0.0 0.0924
C -1.496 -3.866 2.628 0.0 0.0 0.0 -0.3786
Te 0.257 -3.370 1.533 0.0 0.0 0.0 1.3093
C 1.343 -2.528 3.159 0.0 0.0 0.0 -0.3660
H -1.242 -4.680 3.301 0.0 0.0 0.0 0.0282
H -2.254 -4.192 1.921 0.0 0.0 0.0 0.0164
H -1.828 -2.992 3.180 0.0 0.0 0.0 -0.0064
H 0.697 -1.862 3.723 0.0 0.0 0.0 0.0199
H 2.195 -1.993 2.746 0.0 0.0 0.0 -0.0031
H 1.689 -3.349 3.782 0.0 0.0 0.0 0.0281

18
Properties=species:S:1:pos:R:3:forces:R:3:lowdin_charge:R:1 method="wB97M-V/def2-TZVPD" homo_ev="-7.63 / -7.95" e_tot_ev=-60828.640 spin_multiplicity=4 s_squared=3.763 total_charge=0 orbital_gap_ev="6.18 / 6.29"
O 0.229 0.491 1.744 0.9 1.7 0.9 -0.0604
C 0.355 -0.568 1.053 -4.1 -1.8 -1.5 -0.5882
O 0.692 -1.718 1.354 0.6 1.0 -0.2 -0.0067
O -0.180 -1.209 -1.254 -0.9 -0.2 -0.4 -0.1274
O -2.176 -0.906 -0.178 0.4 0.2 0.1 0.0146
C -2.995 0.235 -0.021 0.0 0.0 0.2 -0.1488
C -2.305 1.276 -0.885 -0.4 0.3 -0.2 -0.1463
O -0.927 0.962 -0.695 -0.4 0.8 -0.3 -0.1751
C -0.832 -0.555 -0.380 3.7 -1.5 0.8 -0.5519
H -4.008 -0.007 -0.359 0.3 0.0 0.1 0.1345
H -3.027 0.547 1.035 0.0 0.0 -0.2 0.1315
H -2.520 2.306 -0.577 0.1 -0.2 0.0 0.1251
H -2.557 1.161 -1.948 0.1 0.0 0.2 0.1368
Ni 0.383 1.864 0.368 0.9 -1.3 0.5 0.9739
Li 1.348 -2.111 -0.588 -0.3 0.4 0.3 0.7623
O 2.224 1.381 -0.273 -1.1 0.9 0.5 -0.0441
O 3.068 -0.702 -0.484 -1.2 0.2 0.5 0.0345
C 2.259 0.131 -0.107 1.4 -0.7 -1.1 -0.4642

93
Properties=species:S:1:pos:R:3:forces:R:3:lowdin_charge:R:1 method="wB97M-V/def2-TZVPD" homo_ev=-5.95 e_tot_ev=-68664.035 total_charge=-1 orbital_gap_ev=7.75
C -0.003 0.076 -1.584 1.8 0.8 -1.7 -0.5099
O -0.781 1.138 -1.007 -0.5 0.1 0.1 -0.1164
O 1.155 0.519 -2.072 -0.5 -0.8 1.0 -0.1750
C 0.071 -1.014 -0.491 0.3 0.0 0.1 -0.4947
F 0.434 -2.231 -0.988 -0.4 0.5 0.1 0.0983
F 0.968 -0.735 0.493 -0.7 -0.3 -0.3 0.0927
F -1.153 -1.206 0.092 0.5 -0.2 0.1 0.0841
C -1.924 1.501 -1.743 -1.4 -0.5 0.9 -0.2675
C -2.562 2.676 -1.034 0.9 1.8 0.2 -0.0597
H -3.496 3.094 -1.410 -0.1 -0.6 -0.3 0.0638
H -2.654 2.559 0.048 -0.2 -0.5 -0.1 0.0634
H -1.886 3.540 -1.106 0.0 -0.1 -0.1 0.0617
H -2.684 0.705 -1.684 0.2 -0.3 -0.2 0.0906
H -1.751 1.676 -2.806 0.4 0.2 0.0 0.1290
H -0.574 -0.404 -2.407 -0.7 -0.1 0.2 0.1274
C 1.822 -1.412 -5.208 -0.3 1.3 -0.4 -0.0646
C 3.027 -0.611 -5.421 0.3 -0.3 -0.1 -0.2920
N 3.990 -0.001 -5.554 -0.1 0.0 0.0 0.1194
H 2.053 -2.302 -4.636 -0.2 0.0 0.2 0.0733
H 1.332 -1.633 -6.156 0.3 -0.3 -0.1 0.0763
H 1.145 -0.700 -4.723 -0.1 -0.5 0.6 0.0751
C -3.324 -2.044 -2.128 0.5 -0.5 0.0 -0.0648
C -3.413 -3.454 -1.736 0.0 0.1 0.3 -0.2699
N -3.454 -4.555 -1.413 -0.1 0.1 -0.2 0.1364
H -2.267 -1.819 -2.273 0.0 0.0 -0.3 0.0573
H -3.638 -1.371 -1.335 -0.4 -0.1 0.0 0.0712
H -3.872 -1.917 -3.057 0.0 0.3 0.1 0.0850
C 1.049 3.806 -0.922 -0.6 -0.5 0.2 -0.0723
C 0.583 4.861 -1.811 0.2 0.2 0.2 -0.2773
N 0.194 5.669 -2.529 0.0 0.0 0.0 0.1116
H 1.663 3.092 -1.469 0.0 0.0 0.0 0.0594
H 0.179 3.242 -0.581 0.0 -0.1 -0.2 0.0589
H 1.522 4.134 0.001 0.3 0.5 -0.3 0.0784
C 4.320 1.904 -1.584 -0.4 0.6 0.7 -0.2365
S 4.579 1.075 0.021 -0.3 0.3 0.2 0.8194
O 5.569 1.861 0.832 -0.3 -0.1 -0.5 -0.5654
C 2.935 1.512 0.685 0.6 0.1 -0.1 -0.2527
H 5.264 1.982 -2.114 0.0 -0.2 -0.1 0.0493
H 3.955 2.900 -1.321 0.3 0.1 -0.1 0.0387
H 3.513 1.431 -2.148 0.2 -0.4 0.0 0.0371
H 2.887 2.594 0.799 0.2 0.1 -0.2 0.0436
H 2.886 1.099 1.690 -0.2 -0.3 -0.1 0.0167
H 2.168 1.142 0.002 0.0 0.0 0.1 0.0265
C -2.906 0.542 2.153 -0.9 1.0 -0.6 -0.0124
C -1.848 1.535 2.567 0.7 -0.3 0.2 -0.5011
O -2.097 2.692 2.806 -0.5 0.1 -0.2 0.0671
C -0.450 1.036 2.760 0.7 -0.4 0.4 -0.0147
H -2.786 0.262 1.104 0.5 -0.2 0.1 0.0631
H -3.839 1.114 2.153 -0.1 -0.3 0.3 0.0796
H -2.993 -0.351 2.765 0.2 0.0 0.1 0.0716
H -0.105 0.251 2.093 -0.4 0.0 -0.2 0.0461
H -0.413 0.600 3.767 0.0 0.0 0.0 0.0939
H 0.283 1.840 2.730 -0.2 0.2 0.0 0.0842
C 4.038 -1.745 2.396 0.3 0.8 0.1 -0.0159
C 4.557 -1.127 3.684 -0.5 -0.4 -0.2 -0.4866
O 5.526 -1.562 4.250 0.3 0.0 0.2 0.0694
C 3.746 0.014 4.259 -0.2 -0.5 0.3 -0.0221
H 4.871 -1.956 1.728 0.0 -0.3 0.0 0.0723
H 3.385 -1.017 1.914 -0.1 -0.2 -0.1 0.0327
H 3.461 -2.644 2.610 0.1 -0.1 0.0 0.0975
H 2.684 -0.126 4.049 0.0 0.1 -0.3 0.0683
H 4.089 0.953 3.826 0.0 0.1 0.1 0.0860
H 3.848 -0.015 5.344 0.3 0.4 0.0 0.0800
C -0.756 -2.726 3.284 -0.4 -0.6 -0.4 -0.0113
C -1.161 -4.089 2.726 0.4 0.0 0.2 -0.4883
O -0.957 -5.091 3.370 -0.1 -0.2 0.1 0.0574
C -1.759 -4.166 1.335 0.2 -0.3 0.8 -0.0362
H -0.126 -2.838 4.161 0.0 -0.1 0.0 0.0805
H -1.699 -2.256 3.572 0.2 0.4 -0.1 0.0767
H -0.232 -2.167 2.510 -0.2 0.3 0.1 0.0591
H -2.609 -3.498 1.217 0.2 0.3 -0.2 0.0717
H -2.096 -5.187 1.180 0.0 0.0 -0.1 0.0752
H -0.937 -3.933 0.657 -0.3 0.2 -0.3 0.0776
C -6.294 3.717 -0.272 -0.8 -0.6 -0.6 -0.0301
C -7.144 3.884 0.966 0.2 1.1 0.4 -0.5031
O -6.953 4.834 1.690 -0.1 -0.1 0.2 0.0652
C -8.286 2.915 1.204 0.8 0.0 -0.5 -0.0216
H -5.898 2.704 -0.371 0.1 0.0 0.1 0.0769
H -5.525 4.468 -0.401 0.1 0.0 0.4 0.0812
H -6.991 3.819 -1.115 0.1 0.0 -0.1 0.0851
H -8.969 3.225 1.985 0.1 0.2 0.1 0.0787
H -7.795 1.979 1.483 -0.4 -0.2 -0.2 0.0856
H -8.803 2.828 0.247 -0.1 -0.4 0.1 0.0788
C 4.703 -4.033 -2.401 0.0 -0.1 0.2 -0.0254
C 4.674 -3.078 -1.229 0.1 -0.3 0.6 -0.4928
O 5.538 -3.104 -0.380 0.1 0.0 -0.2 0.0627
C 3.482 -2.179 -1.143 0.3 0.1 -0.2 -0.0276
H 5.313 -4.899 -2.149 0.2 0.1 -0.1 0.0785
H 5.121 -3.493 -3.253 0.0 -0.2 -0.2 0.0868
H 3.704 -4.400 -2.635 -0.1 0.2 -0.2 0.0743
H 2.619 -2.829 -0.990 -0.1 0.2 -0.2 0.0833
H 3.395 -1.624 -2.081 -0.4 -0.1 0.0 0.0904
H 3.561 -1.456 -0.337 0.1 -0.2 0.0 0.0259

48
Properties=species:S:1:pos:R:3:forces:R:3:lowdin_charge:R:1 method="wB97M-V/def2-TZVPD" homo_ev=-9.23 smiles="O=S1(=O)C[C@@H](I)CCO1.BrCCBr.BrCCBr.BrCCBr.BrCCBr" e_tot_ev=-598235.679 total_charge=0 orbital_gap_ev=9.66
O -1.380 -0.260 3.440 0.0 0.2 0.1 -0.2649
S -1.074 0.323 2.176 -0.1 -0.4 -0.1 0.6030
O -1.899 0.027 1.039 0.0 0.1 -0.1 -0.2785
C 0.634 -0.026 1.732 0.1 0.4 -0.2 -0.2904
C 1.370 1.300 1.564 -0.4 -0.1 0.1 -0.8144
I 3.403 0.962 1.052 0.1 0.1 0.0 0.8606
C 0.609 2.127 0.545 -0.4 -0.1 0.1 -0.2434
C -0.671 2.659 1.214 0.2 0.4 -0.3 -0.1790
O -1.049 1.894 2.384 0.1 -0.1 0.0 -0.2455
H 1.078 -0.659 2.491 -0.1 -0.1 0.1 0.0776
H 0.558 -0.528 0.769 0.1 -0.2 0.0 0.0758
H 1.373 1.812 2.522 0.3 0.1 0.0 0.0111
H 1.194 2.950 0.146 0.0 0.1 0.0 0.1080
H 0.299 1.490 -0.278 0.3 -0.1 -0.2 0.0596
H -1.500 2.675 0.510 -0.1 -0.1 0.0 0.0976
H -0.512 3.673 1.571 -0.1 0.0 0.3 0.1217
Br -1.558 1.590 -2.486 0.1 0.2 -0.1 0.6785
C -2.640 0.094 -3.076 0.0 0.0 0.2 -0.7335
C -2.528 -1.072 -2.128 0.0 -0.1 0.0 -0.6761
Br -0.823 -1.986 -2.320 0.1 0.0 0.1 0.6032
H -2.312 -0.136 -4.083 0.0 -0.1 0.0 -0.0185
H -3.661 0.469 -3.103 0.0 0.0 0.0 0.0500
H -3.289 -1.817 -2.355 0.0 0.0 0.0 0.0563
H -2.603 -0.775 -1.086 0.0 0.0 0.0 0.0233
Br 5.269 -2.704 2.083 -0.1 0.0 0.0 0.5884
C 4.847 -4.039 0.734 0.1 0.1 0.1 -0.6977
C 4.465 -3.411 -0.580 -0.1 0.0 0.0 -0.6892
Br 2.680 -2.644 -0.527 0.0 -0.1 0.0 0.5873
H 4.051 -4.651 1.143 0.0 0.0 0.0 0.0496
H 5.747 -4.638 0.619 0.0 0.0 0.0 0.0565
H 4.438 -4.164 -1.364 0.0 0.0 0.0 0.0581
H 5.139 -2.611 -0.867 0.0 0.0 0.0 0.0512
Br -3.625 0.877 -6.388 0.0 0.1 -0.2 0.6598
C -4.703 -0.625 -6.987 0.0 0.1 0.1 -0.6808
C -4.599 -1.794 -6.043 0.1 -0.1 -0.1 -0.6927
Br -2.891 -2.712 -6.199 0.0 0.1 0.1 0.6205
H -4.366 -0.870 -7.989 0.0 0.0 0.0 0.0505
H -5.726 -0.260 -7.025 0.0 0.0 0.0 0.0587
H -5.358 -2.537 -6.276 0.0 0.0 0.0 0.0586
H -4.696 -1.493 -5.005 0.0 0.0 0.0 0.0404
Br 1.278 4.255 4.666 0.0 0.0 0.0 0.6312
C 1.630 3.283 6.315 0.0 0.1 0.0 -0.6856
C 2.586 2.144 6.087 0.0 -0.1 -0.1 -0.6776
Br 1.717 0.676 5.160 0.0 -0.1 0.0 0.7085
H 0.668 2.946 6.687 0.0 0.0 0.0 0.0525
H 2.057 4.009 7.002 0.0 0.0 0.0 0.0582
H 2.937 1.736 7.033 0.0 0.0 0.0 0.0590
H 3.436 2.439 5.480 0.0 0.0 0.0 0.0525

16
Properties=species:S:1:pos:R:3:forces:R:3:lowdin_charge:R:1 method="wB97M-V/def2-TZVPD" homo_ev=-10.84 smiles="O=[N+]([O-])C1(Cl)COCOC1" e_tot_ev=-26443.402 total_charge=0 e_above_lowest_kcal_mol=0.0 orbital_gap_ev=10.70
O 2.599 0.788 1.066 1.1 0.9 0.6 0.0915
N 1.964 0.885 0.058 -1.2 -1.6 -0.6 -0.3921
O 2.125 1.588 -0.912 0.4 0.4 0.4 0.1034
C 0.812 -0.126 -0.009 -0.2 1.4 0.1 -0.6826
Cl 1.481 -1.718 -0.230 0.5 -0.4 0.0 0.8304
C 0.000 -0.069 1.329 -1.0 2.4 -1.4 -0.1657
O -1.050 -0.985 1.138 0.0 -0.3 0.5 -0.1014
C -1.810 -0.702 -0.018 -0.3 1.7 0.5 -0.2663
O -1.123 -0.730 -1.187 0.6 -0.5 -0.8 -0.1070
C -0.070 0.221 -1.213 -1.6 -0.2 0.6 -0.1815
H 0.668 -0.200 2.227 -1.1 -0.3 -1.0 0.1474
H -0.579 0.977 1.318 1.8 -1.6 0.4 0.1757
H -2.543 -1.433 -0.064 -1.3 -1.5 0.0 0.1243
H -2.315 0.293 -0.082 0.2 -0.1 1.4 0.1534
H -0.472 1.272 -1.282 0.5 -0.8 0.6 0.1597
H 0.314 -0.061 -2.138 1.7 0.3 -1.4 0.1110